(1)
Computed, not measured: C40H29Cl2CrN8O4STe as an isolated structure in a non-equilibrium geometry, with wB97M-V/def2-TZVPD.

The geometry in XYZ format:
```
86
Properties=species:S:1:pos:R:3
Cr 0.0480 -0.1854 -0.0164
Cl -0.3432 4.3607 5.0085
C 0.2589 3.1604 3.9106
C -0.6522 2.4288 3.1715
C -0.2109 1.4560 2.2808
N -1.0376 0.6846 1.4178
C -2.3542 0.5305 1.7552
O -2.9014 0.8476 2.7957
C -3.2620 -0.0757 0.7077
C -4.2193 0.7068 0.0725
C -5.1425 0.0805 -0.7412
C -5.0949 -1.3024 -0.8886
C -4.0867 -1.9926 -0.2455
N -3.1804 -1.3898 0.5309
C 1.1657 1.2406 2.1442
C 2.0788 1.9703 2.8944
C 1.6246 2.9301 3.7767
Cl 2.7873 3.8338 4.6939
N 1.4826 0.2839 1.1606
C 2.7530 -0.1017 0.8512
O 3.7918 0.1371 1.4334
C 2.7649 -0.9551 -0.3936
C 3.9283 -1.5504 -0.8386
C 3.8725 -2.3632 -1.9544
C 2.6495 -2.5503 -2.5847
C 1.5350 -1.9166 -2.0763
N 1.5853 -1.1219 -1.0012
H -1.7027 2.6289 3.2897
H -4.2227 1.7777 0.2289
H -5.9043 0.6584 -1.2489
H -5.8178 -1.8275 -1.4995
H -3.9762 -3.0676 -0.3530
H 3.1361 1.8024 2.7754
H 4.8383 -1.3660 -0.2829
H 4.7644 -2.8503 -2.3285
H 2.5531 -3.1833 -3.4562
H 0.5640 -2.0408 -2.5373
N 1.6864 5.7806 -5.7979
C 1.2750 5.2053 -4.6052
C 0.0020 5.4695 -4.0921
C -0.4319 4.8493 -2.9352
C 0.4091 3.9756 -2.2712
C 1.6846 3.7098 -2.7579
C 2.1143 4.3191 -3.9198
S -0.1041 3.1844 -0.7925
O 0.8992 3.4489 0.1934
O -1.4776 3.5302 -0.5414
N 0.0016 1.5623 -1.1251
C -0.8982 1.0458 -2.0090
N -1.1663 -0.2470 -1.6884
C -1.9203 -0.9607 -2.5140
C -2.4803 -0.3991 -3.6371
C -2.2108 0.9508 -3.8469
N -1.4305 1.6738 -3.0624
H 1.1973 6.6016 -6.1067
H 2.6725 5.7851 -5.9887
H -0.6465 6.1666 -4.6120
H -1.4239 5.0348 -2.5412
H 2.3353 3.0352 -2.2130
H 3.1087 4.1223 -4.3042
H -2.0936 -1.9962 -2.2425
H -3.1102 -0.9702 -4.3023
H -2.6360 1.4754 -4.6980
Te -0.7256 -2.6513 0.7051
C -1.1435 -2.5400 2.7583
C -0.4657 -1.6235 3.5527
C -0.7898 -1.5155 4.8981
C -1.7867 -2.3153 5.4390
C -2.4617 -3.2282 4.6385
C -2.1448 -3.3406 3.2919
C 1.1371 -3.6639 0.9628
C 2.1660 -3.1488 1.7463
C 3.3747 -3.8254 1.8454
C 3.5657 -5.0152 1.1541
C 2.5442 -5.5308 0.3673
C 1.3320 -4.8562 0.2730
H 0.2906 -0.9759 3.1276
H -0.2767 -0.7871 5.5138
H -2.0466 -2.2192 6.4859
H -3.2442 -3.8479 5.0585
H -2.6788 -4.0424 2.6629
H 2.0310 -2.2191 2.2873
H 4.1694 -3.4158 2.4578
H 4.5080 -5.5433 1.2340
H 2.6856 -6.4612 -0.1698
H 0.5309 -5.2655 -0.3324
```

As for the spin multiplicity: 2. The LUMO energy (alpha / beta) is -1.02 / -0.56 eV. The value obtained for the HOMO-LUMO gap (alpha / beta) is 6.4 / 6.8 eV. As for the energy relative to the best compared isomer or geometry (same formula, charge and spin): 38.0 kJ/mol. For the HOMO energy (alpha / beta), the calculation gives -0.2726 / -0.2711 Ha. As for the expectation value of S²: 0.7739.

(2)
Computed, not measured: C37H35AsHgN2S as an isolated structure, with wB97M-V/def2-TZVPD.

The geometry in XYZ format:
```
77
Properties=species:S:1:pos:R:3
Hg -2.4046 -1.1702 0.7204
S -5.6774 2.6960 0.3467
C -5.1054 3.0363 1.9442
C -5.3147 4.1573 2.7443
C -4.7106 4.1909 3.9869
C -3.9097 3.1289 4.4282
C -3.7072 2.0158 3.6365
C -4.3190 1.9675 2.3829
N -4.1915 0.9221 1.4822
C -4.8195 1.1628 0.3822
C -4.8103 0.2644 -0.7966
C -5.6975 0.5142 -1.8467
C -5.7251 -0.3118 -2.9569
C -4.8606 -1.3983 -3.0135
C -3.9738 -1.6382 -1.9709
C -3.9247 -0.8142 -0.8498
H -5.9202 4.9853 2.3981
H -4.8522 5.0561 4.6225
H -3.4383 3.1901 5.4012
H -3.0776 1.1934 3.9532
H -6.3747 1.3614 -1.8063
H -6.4150 -0.1093 -3.7667
H -4.8783 -2.0581 -3.8745
H -3.3001 -2.4862 -2.0408
C 5.6372 2.8084 2.0691
C 4.5582 1.8169 1.7219
C 4.7312 0.8948 0.7031
C 3.7473 -0.0305 0.3515
C 4.0812 -0.9279 -0.8185
C 2.5311 -0.0547 1.0615
As 0.9499 -1.2741 0.8633
N -0.3479 -0.1448 0.3298
C -0.1915 0.9783 -0.4506
C -1.2027 1.9640 -0.4217
C -1.1261 3.1231 -1.1713
C -0.0342 3.3735 -2.0001
C 0.9642 2.4112 -2.0582
C 0.8875 1.2394 -1.3159
C 1.5430 -2.5279 -0.5719
C 1.0233 -2.6302 -1.8660
C 0.0580 -1.6376 -2.4704
C 1.4173 -3.6998 -2.6787
C 2.2864 -4.6831 -2.2461
C 2.6898 -5.8273 -3.1381
C 2.7613 -4.5947 -0.9409
C 2.3954 -3.5526 -0.1016
C 2.9326 -3.5672 1.3110
C 2.3438 0.8871 2.0933
C 1.0652 1.0204 2.8935
C 3.3503 1.7998 2.3983
H 6.5233 2.6517 1.4523
H 5.9402 2.7221 3.1152
H 5.3005 3.8361 1.9138
H 5.6602 0.9025 0.1396
H 4.9456 -0.5238 -1.3476
H 3.2602 -1.0206 -1.5263
H 4.3286 -1.9458 -0.5127
H -2.0480 1.7950 0.2321
H -1.9341 3.8438 -1.0987
H 0.0290 4.2840 -2.5826
H 1.8252 2.5629 -2.7011
H 1.6761 0.5065 -1.4103
H -0.5558 -1.1419 -1.7220
H -0.5968 -2.1464 -3.1799
H 0.5888 -0.8528 -3.0158
H 1.0121 -3.7561 -3.6859
H 2.2001 -5.7587 -4.1102
H 2.4225 -6.7895 -2.6949
H 3.7692 -5.8390 -3.3090
H 3.4255 -5.3662 -0.5595
H 3.6126 -4.4105 1.4428
H 2.1269 -3.6566 2.0430
H 3.4778 -2.6556 1.5655
H 0.4876 0.1019 2.9667
H 0.4088 1.7627 2.4313
H 1.2981 1.3548 3.9071
H 3.1721 2.5187 3.1942
```

Its charge is -1. As for the spin multiplicity: 2. The LUMO energy (alpha / beta) is 2.42 / 2.41 eV. The value obtained for the HOMO-LUMO gap (alpha / beta) is 5.1 / 6.5 eV. For the HOMO energy (alpha / beta), the calculation gives -0.0999 / -0.1492 Ha. As for the expectation value of S²: 0.7552.

(3)
Computed, not measured: an isolated ion of composition C3H7N2Si and charge +1 in a non-equilibrium geometry, with wB97M-V/def2-TZVPD.

The geometry in XYZ format:
```
13
Properties=species:S:1:pos:R:3
C -0.1342 1.7160 0.4835
C -1.4023 1.5818 0.7592
C 0.9185 -0.0125 -0.9670
N 0.8357 1.2554 -0.4481
N 0.2294 -0.9349 -0.5905
Si -0.3068 -2.3073 0.2774
H 0.2391 2.7376 0.8641
H -2.4128 1.5052 0.8343
H 1.8788 -0.2839 -1.5273
H 1.4378 2.0204 -0.6922
H -0.9992 -1.4188 1.2531
H 1.0137 -2.9891 0.3487
H -1.2976 -2.8700 -0.5951
```

Its charge is +1. As for the spin multiplicity: 1. The LUMO energy (alpha / beta) is -6.76 / -7.66 eV. The value obtained for the HOMO-LUMO gap (alpha / beta) is 6.9 / 5.2 eV. As for the energy relative to the best compared isomer or geometry (same formula, charge and spin): 601.4 kJ/mol. For the HOMO energy (alpha / beta), the calculation gives -0.5014 / -0.4713 Ha.

(4)
Computed, not measured: C11H41CaN10O10 as an isolated structure in a non-equilibrium geometry, with wB97M-V/def2-TZVPD.

The geometry in XYZ format:
```
73
Properties=species:S:1:pos:R:3
Ca -0.1488 2.5285 2.7075
C 1.0121 0.2163 -0.1470
C -0.4140 0.7674 -0.3686
O -0.8525 1.8408 0.4999
H 1.6930 1.0560 -0.0075
H 1.3111 -0.1631 -1.1240
H 1.1270 -0.4792 0.6844
H -1.2046 0.0172 -0.3524
H -0.3558 1.1248 -1.3967
C -2.6080 -1.9799 2.5119
O -3.9650 -1.3487 2.7442
H -2.0098 -1.7837 3.4018
H -2.8024 -3.0448 2.3846
H -2.1386 -1.6184 1.5970
H -3.8188 -0.4461 2.4518
C -4.2514 0.2789 -0.0062
O -3.4697 0.9682 1.0353
H -5.2970 0.5718 -0.1012
H -3.8411 0.5942 -0.9656
H -3.9056 -0.7548 -0.0097
H -2.5627 1.0739 0.7390
C 0.9208 1.8225 -4.0621
O 2.1430 1.2110 -3.8668
H 0.0844 1.1402 -3.9107
H 0.7140 2.5368 -3.2652
H 0.8885 2.3568 -5.0117
H 2.0609 0.2546 -3.8601
C 0.3914 -3.1558 0.8216
O 0.5271 -2.2734 1.9185
H 0.3755 -2.6285 -0.1322
H 1.1272 -3.9577 0.8814
H -0.5866 -3.6357 0.8585
H 0.5943 -1.3646 1.6165
C 3.4562 -3.5976 -0.7521
O 2.8973 -4.7222 -0.8252
N 3.3630 -2.6764 -1.6158
N 4.0618 -3.1040 0.3395
H 2.8451 -2.7564 -2.4792
H 3.7054 -1.8065 -1.2335
H 4.6744 -2.3012 0.3234
H 4.1003 -3.8379 1.0323
C -0.9416 -3.8781 -2.6819
O 0.2459 -3.9475 -2.8413
N -1.5318 -2.7845 -2.2610
N -1.8366 -4.6693 -3.0389
H -1.0338 -1.9223 -2.0916
H -2.5279 -2.8390 -2.1032
H -1.4513 -5.4602 -3.5350
H -2.8084 -4.4905 -2.8301
C 0.8626 -0.0306 4.5119
O 1.0767 0.5061 3.4503
N 0.8552 0.5551 5.6924
N 0.3874 -1.2733 4.5795
H 0.7128 1.5550 5.6992
H 0.8107 0.0487 6.5652
H 0.3799 -1.7259 3.6766
H 0.1913 -1.7031 5.4722
C 2.4129 3.7839 0.8448
O 1.9154 3.1853 1.8003
N 2.7910 5.0364 0.7631
N 2.7953 3.2562 -0.2531
H 2.6001 5.5443 1.6150
H 3.0747 5.5077 -0.0840
H 2.8133 2.2838 -0.5257
H 3.0080 3.8167 -1.0659
C -1.9455 4.3997 -2.2219
O -2.1406 5.0367 -3.2197
N -2.8377 3.7941 -1.5177
N -0.8078 4.3208 -1.6582
H -3.7331 3.6053 -1.9451
H -2.4435 3.1529 -0.8442
H -0.7228 3.7086 -0.8594
H -0.0120 4.7033 -2.1486
```

Its charge is +1. As for the spin multiplicity: 1. The LUMO energy is -4.65 eV. The value obtained for the HOMO-LUMO gap is 6.6 eV. As for the energy relative to the best compared isomer or geometry (same formula, charge and spin): 510.5 kJ/mol. For the HOMO energy, the calculation gives -0.4128 Ha.

(5)
Computed, not measured: a 16-piece molecular cluster, CH33O16 overall in a non-equilibrium geometry, with wB97M-V/def2-TZVPD.

The geometry in XYZ format:
```
50
Properties=species:S:1:pos:R:3
C -1.7179 23.1843 -0.5737
O -1.4540 22.9054 0.8129
H -1.0155 23.8984 -0.9674
H -2.6998 23.5496 -0.7862
H -1.5747 22.2551 -1.1232
O -2.9353 25.5274 -2.7593
H -3.0064 26.0600 -3.5218
H -2.3500 24.8187 -3.0054
O -3.6481 21.8257 -2.5201
H -3.1884 22.3582 -1.9211
H -3.1065 21.0577 -2.5899
O -5.4804 25.1952 -0.0482
H -4.8623 24.5262 0.2778
H -5.6163 25.1005 -0.9713
O -3.1758 20.8776 0.5619
H -2.5062 21.5720 0.4856
H -4.0793 21.2193 0.3204
O 1.0528 20.9941 -1.7493
H 1.1768 21.7412 -1.1002
H 1.8283 21.0457 -2.2089
O 0.1786 26.1158 -0.4916
H 0.4649 25.3240 -0.9730
H 0.9486 26.4816 -0.0943
O -0.2635 19.8879 0.9246
H 0.6840 19.7479 0.7456
H -0.5504 20.7756 0.6917
O -0.6215 25.0371 2.1206
H -0.9857 24.2121 1.7817
H -0.0383 25.3076 1.4407
O -0.6880 22.4466 3.3977
H -0.9735 22.5754 2.4744
H -1.0007 21.5499 3.5703
O -2.5758 26.9275 -0.2942
H -1.6615 26.6636 -0.4139
H -2.8895 26.6487 -1.1417
O -5.4180 24.3794 -2.5688
H -5.2407 23.6144 -3.1477
H -4.5798 24.8865 -2.6742
O 1.1094 22.7093 0.1519
H 0.1101 22.7913 0.1814
H 1.3186 23.6293 -0.0819
O -4.0958 23.6270 1.5527
H -4.5418 22.9267 2.0587
H -3.2286 23.3358 1.3757
O -0.9227 20.9941 -3.8024
H -0.1895 20.9737 -3.1226
H -0.8461 20.0887 -4.1676
O -0.9921 23.6468 -3.5511
H -1.0424 22.6943 -3.4917
H -0.1919 23.8949 -3.0359
```

Its charge is -1. As for the spin multiplicity: 1. The LUMO energy is 1.73 eV. The value obtained for the HOMO-LUMO gap is 8.3 eV. As for the energy relative to the best compared isomer or geometry (same formula, charge and spin): 130.3 kJ/mol. For the HOMO energy, the calculation gives -0.2407 Ha.

(6)
Computed, not measured: the molecule C5H4ClN in a non-equilibrium geometry, with wB97M-V/def2-TZVPD.

The geometry in XYZ format:
```
11
Properties=species:S:1:pos:R:3
C -1.0036 0.4799 -1.5240
C 0.2509 0.9930 0.8769
C 0.9443 -0.1425 0.2071
C -0.0476 -1.2414 0.4435
C -0.3906 0.2416 -0.2546
N -1.4329 0.9853 -2.4786
Cl -0.0531 -2.6447 -0.6858
H -0.1784 0.9594 1.8197
H 0.7124 2.1081 0.6366
H 1.9100 -0.1734 -0.3269
H -0.7115 -1.5652 1.2862
```

As for the spin multiplicity: 1. The LUMO energy is 0.77 eV. The value obtained for the HOMO-LUMO gap is 10.8 eV. As for the energy relative to the best compared isomer or geometry (same formula, charge and spin): 194.6 kJ/mol. For the HOMO energy, the calculation gives -0.3696 Ha.

(7)
Computed, not measured: C36H28BrCl3FNO6SeTc as an isolated structure, with wB97M-V/def2-TZVPD.

The geometry in XYZ format:
```
78
Properties=species:S:1:pos:R:3
Tc -0.6991 2.1351 0.7283
C 3.1266 3.3222 -5.6381
C 3.5731 2.0404 -4.9527
C 3.6145 0.8864 -5.9377
C 4.0434 -0.3935 -5.2516
C 3.1073 -0.7007 -4.1209
C 2.8627 -1.9913 -3.7210
C 1.9898 -2.2466 -2.6669
F 1.7995 -3.5311 -2.3181
C 1.3403 -1.2542 -1.9957
C 1.5820 0.0732 -2.3819
C 0.9388 1.1546 -1.6347
O 0.0971 0.8493 -0.7529
C 1.3245 2.4730 -1.9770
C 2.1485 2.6524 -3.0594
N 2.6753 1.6826 -3.8085
C 2.4521 0.3489 -3.4422
C 0.9148 3.7374 -1.2702
O 1.1634 4.8119 -1.7842
O 0.3420 3.6160 -0.1082
H 3.6620 3.4083 -6.5834
H 3.3398 4.2204 -5.0642
H 2.0578 3.2979 -5.8534
H 4.5749 2.1774 -4.5306
H 4.2997 1.1540 -6.7423
H 2.6212 0.7640 -6.3816
H 5.0617 -0.2746 -4.8666
H 4.0657 -1.2304 -5.9498
H 3.3466 -2.8222 -4.2184
H 0.6528 -1.4681 -1.1857
H 2.3774 3.6696 -3.3334
Cl -0.2449 -0.5612 7.2099
C -0.6884 -0.1575 5.5732
C 0.2707 0.3575 4.7167
C -0.1375 0.6556 3.4353
Cl 1.0688 1.2223 2.2636
C -1.4312 0.4967 2.9383
O -1.7518 0.7666 1.6906
C -2.3499 -0.0403 3.8513
Cl -3.9733 -0.3240 3.3237
C -1.9914 -0.3593 5.1477
H 1.2907 0.5053 5.0375
H -2.7319 -0.7664 5.8206
C 0.1583 -8.1543 2.3464
C -0.1204 -6.7111 2.0365
C -0.4843 -6.3133 0.7532
C -0.7531 -4.9896 0.4461
C -1.1514 -4.6517 -0.9620
C -0.6414 -4.0093 1.4644
Se -0.9858 -2.2303 1.0861
C -0.2763 -4.4045 2.7775
C -0.1522 -3.4503 3.9354
C -0.0256 -5.7449 3.0294
H 0.0413 -8.7797 1.4628
H -0.5201 -8.5256 3.1162
H 1.1752 -8.2836 2.7204
H -0.5669 -7.0617 -0.0263
H -1.2951 -5.5671 -1.5338
H -0.3866 -4.0587 -1.4578
H -2.0684 -4.0636 -0.9926
H -0.2696 -2.4114 3.6394
H 0.8201 -3.5719 4.4153
H -0.9117 -3.6740 4.6876
H 0.2536 -6.0448 4.0340
Br -5.5522 3.4304 0.3913
C -4.6846 4.9264 1.1510
C -5.4807 6.0262 1.4384
C -4.9229 7.1506 2.0285
C -3.5741 7.1763 2.3493
C -2.7904 6.0692 2.0776
C -3.3320 4.9413 1.4647
C -2.3995 3.8245 1.1924
O -2.4398 3.1658 0.1147
O -1.4866 3.5315 2.0313
H -6.5336 5.9920 1.1997
H -5.5555 8.0021 2.2402
H -3.1361 8.0497 2.8121
H -1.7376 6.0578 2.3247
```

As for the spin multiplicity: 4. The LUMO energy (alpha / beta) is -0.34 / -1.58 eV. The value obtained for the HOMO-LUMO gap (alpha / beta) is 7.5 / 6.2 eV. As for the energy relative to the best compared isomer or geometry (same formula, charge and spin): 116.3 kJ/mol. For the HOMO energy (alpha / beta), the calculation gives -0.2880 / -0.2876 Ha. As for the expectation value of S²: 3.7769.

(8)
Computed, not measured: a 8-piece molecular cluster, C4H24N2O7 overall in a non-equilibrium geometry, with wB97M-V/def2-TZVPD.

The geometry in XYZ format:
```
37
Properties=species:S:1:pos:R:3
C -1.4017 3.6760 -1.9771
C -0.7991 2.5180 -2.7563
C -0.2634 1.3810 -1.8939
C 0.6634 1.6823 -0.9797
N 1.0588 0.6700 0.0277
N -0.7015 0.1267 -2.1451
H -0.8884 4.6351 -2.1232
H -1.4156 3.5104 -0.9011
H -2.4040 3.9870 -2.2776
H 0.0040 2.7736 -3.4450
H -1.6163 2.1184 -3.3628
H 1.1615 2.6286 -0.8324
H 2.0687 0.7420 0.0979
H 0.7364 1.0457 0.9144
H -0.4554 -0.6582 -1.5785
H -1.2376 -0.1795 -2.9352
H -0.3155 -3.6549 0.9832
H -1.2691 -4.4189 -0.0730
O -1.1336 -4.1366 0.8303
H -1.0863 -2.4629 3.4010
H -0.1155 -1.7777 2.4988
O -0.9130 -1.5921 3.0256
H 3.1031 -0.1060 2.9000
H 3.2160 0.7339 1.7035
O 3.2651 -0.1978 1.9506
H 2.1941 -2.0441 1.6378
H 1.1167 -1.7375 0.6314
O 1.3060 -2.3234 1.3785
H -0.8660 -0.8720 0.3359
H -2.2622 -1.3347 0.7769
O -1.7310 -1.1333 -0.0017
H -1.8555 0.8072 2.5265
H -2.3476 1.1324 3.9223
O -2.2748 1.5068 3.0396
H 1.6741 -0.1819 -3.0150
H 2.4019 -0.5656 -1.7313
O 2.5521 -0.2385 -2.6226
```

As for the spin multiplicity: 1. The LUMO energy is -0.01 eV. The value obtained for the HOMO-LUMO gap is 7.9 eV. As for the energy relative to the best compared isomer or geometry (same formula, charge and spin): 203.6 kJ/mol. For the HOMO energy, the calculation gives -0.2893 Ha.